Record 1
The following is a quantum chemistry calculation of an isolated ion of composition C4H8N3O and charge +1 in a non-equilibrium geometry, from OMol25.

Structure (XYZ):
```
16
Properties=species:S:1:pos:R:3:forces:R:3:nbo_charge:R:1
C -2.6431 0.3114 -0.3775 -2.3690 1.1923 -2.7890 0.281
C 1.2327 -0.9901 -0.7445 -2.3700 1.5223 0.1556 -0.616
C 1.6037 0.2734 0.0225 0.8676 2.3897 -1.3985 -0.394
C 0.4890 0.7816 1.0260 1.4933 -0.0420 -0.8631 -0.271
N -1.7665 1.1485 0.0623 -0.7821 1.7518 0.0215 -0.099
N -1.2298 -1.1355 0.3346 1.3344 3.8253 1.6855 0.194
N -0.8521 0.5416 0.6136 0.4022 -6.2777 -0.4617 0.069
O -2.2714 -0.9318 -0.3206 0.0582 -1.4383 1.0081 -0.122
H -3.5170 0.4288 -1.0084 0.0919 0.7087 0.4106 0.260
H 2.1381 -1.5129 -0.9654 0.1384 -0.7841 -0.1951 0.255
H 0.6700 -0.6863 -1.7108 0.8557 -0.8847 1.4913 0.212
H 0.4843 -1.4920 -0.0059 2.1190 -0.2420 -1.9634 0.225
H 2.5400 0.0410 0.6063 -1.1403 0.6597 -0.2677 0.252
H 1.8329 1.2243 -0.6844 -0.3375 -2.3716 1.4831 0.233
H 0.6607 1.8057 1.2744 -0.3054 0.7643 0.1107 0.269
H 0.6285 0.1923 1.8779 -0.0565 -0.7737 1.5720 0.251
```
Positions in Å, forces in eV/Å.

The value obtained for the LUMO energy (spin up / spin down) is -0.23928 / -0.23914 Eh. Its SMILES is CCC[n+]1ncon1. The calculated total energy is -10782.095 eV. Its energy above the lowest of the compared OMol25 structures with the same formula, charge and spin is 791.8 kJ/mol. Its charge is +1. The value obtained for the frontier orbital gap (spin up / spin down) is 0.3356 / 0.3356 hartree. The value obtained for the HOMO energy (spin up / spin down) is -15.64 / -15.64 eV.

***

Record 2
The following is a quantum chemistry calculation of an isolated ion of composition C4H8N3O and charge +1 in a non-equilibrium geometry, from OMol25.

Structure (XYZ):
```
16
Properties=species:S:1:pos:R:3:forces:R:3:nbo_charge:R:1
C -0.6916 1.6486 -0.3489 3.0813 0.1278 2.0132 -0.128
C -1.6180 0.7112 -0.3266 -2.1532 -1.6359 -1.7393 -0.092
C 1.0129 -0.8594 -0.0165 -1.4077 1.4041 1.2707 0.600
C 0.5923 1.4949 0.4839 -1.6520 -0.0670 -1.6188 -0.246
N 1.4045 0.3320 0.0316 1.8813 2.4369 -1.1934 -0.587
N -1.4907 -0.4155 0.4194 2.4285 1.5825 1.3723 -0.036
N 1.4594 -2.0479 -0.0674 2.5334 1.0254 -1.4048 -0.748
O -2.2466 -1.3352 -0.0668 -1.5712 -2.4407 -0.1046 -0.453
H -0.6432 2.4693 -0.9704 -0.7249 1.5256 -1.4056 0.233
H -2.4929 0.6169 -1.0315 0.9771 0.7268 0.6345 0.234
H 1.3272 2.2900 0.4591 -0.6045 0.6225 -0.1839 0.222
H 0.3258 1.3276 1.4686 -0.4092 -0.3675 2.1383 0.234
H 2.2445 0.8725 -0.3049 -0.2403 -2.2745 0.0516 0.433
H 2.3081 -2.3811 -0.4995 0.4113 0.1225 0.0834 0.424
H 0.8011 -2.6781 0.1550 -2.5082 -3.2822 0.6585 0.412
H -2.2928 -2.0457 0.6149 -0.0418 0.4938 -0.5720 0.499
```
Positions in Å, forces in eV/Å.

The value obtained for the LUMO energy (spin up / spin down) is -0.19887 / -0.17543 Eh. The calculated total energy is -10783.260 eV. Its energy above the lowest of the compared OMol25 structures with the same formula, charge and spin is 679.3 kJ/mol. Its charge is +1. The value obtained for the frontier orbital gap (spin up / spin down) is 0.2611 / 0.3273 hartree. The value obtained for the HOMO energy (spin up / spin down) is -12.52 / -13.68 eV.

***

Record 3
The following is a quantum chemistry calculation of an isolated ion of composition C4H8N3O and charge +1 in a non-equilibrium geometry, from OMol25.

Structure (XYZ):
```
16
Properties=species:S:1:pos:R:3:forces:R:3:nbo_charge:R:1
C 0.7004 0.0566 -0.3326 4.7514 0.8804 -1.2023 0.523
C 2.2011 0.2002 -0.9803 -3.5966 1.2566 3.1056 -0.267
C -1.1261 -0.9770 0.6544 1.3736 2.6119 -2.2346 -0.243
C -1.8594 0.3666 0.3004 1.3150 -0.5617 2.3785 -0.080
N 1.2589 0.7031 0.7887 -0.6993 0.5319 2.2830 -0.212
N 2.4313 0.6807 0.4155 0.5635 0.6298 -0.9018 0.049
N -0.0050 -0.9739 -0.3198 -2.0759 -2.0908 -0.9212 -0.472
O -0.9395 1.3749 -0.0511 -0.4609 0.0109 -0.3313 -0.631
H 2.7453 -0.6357 -1.0721 1.7341 -3.2622 -1.3009 0.231
H 2.2413 0.9303 -1.7012 0.5309 1.6562 -1.6241 0.250
H -0.6125 -0.9735 1.5473 0.6421 0.3589 2.3845 0.226
H -1.7298 -1.8023 0.6315 -1.4460 -2.1150 -0.5586 0.248
H -2.4537 0.5996 1.1851 -0.2188 0.3664 -0.3507 0.227
H -2.3913 0.2026 -0.5601 -1.8150 -0.3102 -1.8101 0.204
H 0.0105 -1.4319 -1.2316 -0.5176 -0.5379 0.4292 0.444
H -0.4715 1.6795 0.7258 -0.0805 0.5749 0.6547 0.504
```
Positions in Å, forces in eV/Å.

The value obtained for the LUMO energy is -0.18943 Eh. Its SMILES is OCC/[NH+]=C1/CN=N1. The calculated total energy is -10784.123 eV. Its energy above the lowest of the compared OMol25 structures with the same formula, charge and spin is 596.1 kJ/mol. Its charge is +1. The value obtained for the frontier orbital gap is 0.3660 hartree. The value obtained for the HOMO energy is -15.11 eV.

***

Record 4
The following is a quantum chemistry calculation of an isolated ion of composition C4H8N3O and charge +1 in a non-equilibrium geometry, from OMol25.

Structure (XYZ):
```
16
Properties=species:S:1:pos:R:3:forces:R:3:nbo_charge:R:1
C 1.0673 -1.5088 -0.4225 0.7810 -2.4108 1.5650 0.311
C -0.8911 -1.1530 -1.2546 -2.5538 0.8758 -2.1299 0.412
C 0.7084 -0.5774 0.6830 1.1075 1.7488 -0.5996 -0.581
C -0.0231 0.7136 0.1337 2.6251 -1.1292 0.3580 0.549
N 0.1850 -1.8783 -1.2791 2.3526 -1.3601 -0.0543 -0.437
N -0.9382 0.0392 -0.8155 -2.2739 4.2460 1.0611 -0.494
N -0.6713 1.4341 1.1588 0.6726 1.8009 1.1011 -0.856
O 0.9107 1.6385 -0.4907 -1.2980 -1.7411 0.2436 -0.693
H 2.0436 -2.0944 -0.3723 -1.1587 1.1318 -0.4043 0.243
H -1.7852 -1.4049 -1.8271 0.2222 -0.6745 0.1913 0.235
H 0.1534 -0.9603 1.5390 -0.4569 -0.5945 -0.4915 0.283
H 1.6205 -0.2968 1.1423 1.0439 0.6616 0.4544 0.270
H -1.7715 0.6246 -1.0180 0.5068 -0.7291 0.0422 0.444
H 0.0851 2.0039 1.6547 -1.4691 -0.8647 -1.1019 0.414
H -1.1570 0.9473 1.9066 -0.0906 -0.4209 -0.5051 0.397
H 0.4632 2.4728 -0.7383 -0.0107 -0.5398 0.2700 0.503
```
Positions in Å, forces in eV/Å.

The value obtained for the LUMO energy is -0.21270 Eh. Its SMILES is N[C@@]1(O)CC=NC=[NH+]1. The calculated total energy is -10787.376 eV. Its energy above the lowest of the compared OMol25 structures with the same formula, charge and spin is 282.2 kJ/mol. Its charge is +1. The value obtained for the frontier orbital gap is 0.3265 hartree. The value obtained for the HOMO energy is -14.67 eV.

***

Record 5
The following is a quantum chemistry calculation of an isolated ion of composition C4H8N3O and charge +1 in a non-equilibrium geometry, from OMol25.

Structure (XYZ):
```
16
Properties=species:S:1:pos:R:3:forces:R:3:nbo_charge:R:1
C -0.9430 -1.3546 -0.3574 -7.4259 -2.9188 -0.2543 0.222
C -2.7147 0.1763 -0.3016 -0.4286 -0.3048 -0.7594 0.917
C 2.3625 -0.0986 -0.4826 0.7254 1.8646 4.7476 -0.402
C 0.2657 1.1797 0.5375 4.6803 1.4292 0.5748 -0.464
N 0.2263 -0.9947 -0.3426 7.0484 -0.6496 -0.8912 -0.464
N -2.1124 -0.5787 0.4538 2.3551 -2.3604 0.8833 -0.703
N 0.9697 -0.0201 0.0562 -0.4432 1.3322 -0.9694 0.109
O -3.2676 0.8552 -1.0155 -0.7989 1.2423 -0.8594 -0.329
H -1.1581 -2.4782 -0.4819 -0.4441 2.0682 0.3111 0.238
H 2.7854 -1.0813 -0.4000 -0.2309 -0.5049 0.3660 0.256
H 2.2591 0.1414 -1.4482 -0.1861 0.9575 -3.9042 0.230
H 3.0437 0.6922 0.0434 -1.3935 -1.5140 -0.8857 0.233
H -0.6178 1.6250 0.1426 -0.2917 -0.1825 -1.2598 0.236
H 0.0825 0.8418 1.4953 -1.0206 -0.1981 2.5523 0.229
H 1.1166 1.9292 0.6912 -1.5440 -0.5712 -0.4042 0.246
H -2.2978 -0.8345 1.4098 -0.6017 0.3103 0.7526 0.445
```
Positions in Å, forces in eV/Å.

The value obtained for the LUMO energy (spin up / spin down) is -0.14528 / -0.25121 Eh. The expectation value of S² is 2.0066. The calculated total energy is -10780.761 eV. As for the spin multiplicity: 3. Its energy above the lowest of the compared OMol25 structures with the same formula, charge and spin is 365.8 kJ/mol. Its charge is +1. The value obtained for the frontier orbital gap (spin up / spin down) is 0.2138 / 0.2757 hartree. The value obtained for the HOMO energy (spin up / spin down) is -9.77 / -14.34 eV.

***

Record 6
The following is a quantum chemistry calculation of a 2-piece molecular cluster, C4H8N3O2 overall in a non-equilibrium geometry, from OMol25.

Structure (XYZ):
```
17
Properties=species:S:1:pos:R:3:forces:R:3:nbo_charge:R:1
C 0.2064 -0.9812 -1.6601 0.0190 -3.0935 -1.1073 -0.413
C 0.3170 -2.1748 -0.9461 0.6681 0.7471 0.5832 0.178
C 0.2188 0.2062 -0.9284 -0.2721 -0.2094 0.1505 0.510
C 0.1017 -0.9665 1.1634 -0.1358 0.1570 -0.8004 0.774
N 0.3227 -2.0877 0.3947 0.6023 -1.0744 0.4769 -0.569
N 0.0537 0.1701 0.4220 -0.4072 3.7584 -2.0801 -0.593
N 0.3459 1.3791 -1.5270 -0.6093 -1.3739 -2.9193 -0.723
O -0.9280 2.3776 1.9515 -2.7069 1.8148 1.2205 -0.979
O -0.0083 -1.0227 2.3291 -0.1721 0.0113 2.3785 -0.520
H 0.1598 -1.0981 -2.7585 0.2323 0.7230 0.8267 0.270
H 0.5556 -3.2252 -1.2383 -0.5448 1.2643 -0.6858 0.263
H 0.6655 -2.8286 1.0029 -0.4361 -0.2997 -0.4679 0.449
H -0.2605 1.1539 0.7390 0.6190 -2.0834 1.1221 0.485
H 0.3073 1.4174 -2.5648 0.1275 -0.2516 1.2826 0.430
H 0.5585 2.2325 -1.1278 0.3079 1.7276 1.4979 0.425
H -1.8967 2.7345 1.8803 2.5357 -1.0834 -0.1325 0.500
H -0.7193 2.7135 2.8681 0.1723 -0.7343 -1.3457 0.510
```
Positions in Å, forces in eV/Å.

The value obtained for the LUMO energy is -0.15350 Eh. The calculated total energy is -12837.271 eV. Its energy above the lowest of the compared OMol25 structures with the same formula, charge and spin is 0.0 kJ/mol. Its charge is +1. The value obtained for the frontier orbital gap is 0.3491 hartree. The value obtained for the HOMO energy is -13.68 eV.

***

Record 7
The following is a quantum chemistry calculation of one molecule with the formula C4H8N3O2P in a non-equilibrium geometry, from OMol25.

Structure (XYZ):
```
18
Properties=species:S:1:pos:R:3:forces:R:3:nbo_charge:R:1
C -0.3487 1.0261 -1.5952 0.1986 2.2857 -1.4327 0.402
C 1.6847 -1.5512 0.9183 -0.6274 0.6023 -0.1727 0.494
C 1.3705 0.7924 0.2358 0.1170 -0.1270 -0.3170 -0.235
C 2.2560 -0.4169 0.5491 0.0193 -1.1735 -1.2867 -0.523
N 1.0850 -2.4729 1.3902 1.3439 0.9140 1.8040 -0.613
N -1.4779 0.9123 -0.9808 0.7583 -0.4591 -0.4344 -0.963
N 0.9320 0.9956 -1.1703 0.7776 -0.5071 0.5632 -0.569
O -1.7286 -1.4507 0.1686 -0.0514 -1.0574 -0.3536 -1.130
O -3.5088 0.4107 0.3662 -0.8841 0.4152 -0.1765 -0.990
P -2.0034 -0.0172 0.2513 1.1191 0.1153 0.0794 2.133
H -0.3286 1.4999 -2.6698 -0.4318 -1.2142 1.7008 0.165
H 0.3414 0.7808 0.6337 1.2182 -0.0441 1.3425 0.221
H 2.0368 1.6141 0.5544 -1.1264 0.3748 -0.2422 0.214
H 3.2541 -0.6025 0.0856 -0.8084 0.8487 0.3331 0.242
H 0.3573 -2.9457 0.9594 -1.3946 -1.2378 -1.3660 0.414
H -4.0853 -0.3088 0.6315 -0.0878 -0.1994 0.0779 0.517
H 1.6466 1.3300 -1.7936 -0.2346 -0.1266 -0.3903 0.398
H -1.4832 0.4039 1.4658 0.0945 0.5902 0.2714 -0.177
```
Positions in Å, forces in eV/Å.

The value obtained for the LUMO energy is 0.02405 Eh. Its SMILES is N=C=CCN/C=N\[P@H](=O)O. The calculated total energy is -22131.297 eV. Its energy above the lowest of the compared OMol25 structures with the same formula, charge and spin is 0.0 kJ/mol. The value obtained for the frontier orbital gap is 0.3477 hartree. The value obtained for the HOMO energy is -8.81 eV.

***

Copy entry 3 word for word.
The following is a quantum chemistry calculation of an isolated ion of composition C4H8N3O and charge +1 in a non-equilibrium geometry, from OMol25.

Structure (XYZ):
```
16
Properties=species:S:1:pos:R:3:forces:R:3:nbo_charge:R:1
C 0.7004 0.0566 -0.3326 4.7514 0.8804 -1.2023 0.523
C 2.2011 0.2002 -0.9803 -3.5966 1.2566 3.1056 -0.267
C -1.1261 -0.9770 0.6544 1.3736 2.6119 -2.2346 -0.243
C -1.8594 0.3666 0.3004 1.3150 -0.5617 2.3785 -0.080
N 1.2589 0.7031 0.7887 -0.6993 0.5319 2.2830 -0.212
N 2.4313 0.6807 0.4155 0.5635 0.6298 -0.9018 0.049
N -0.0050 -0.9739 -0.3198 -2.0759 -2.0908 -0.9212 -0.472
O -0.9395 1.3749 -0.0511 -0.4609 0.0109 -0.3313 -0.631
H 2.7453 -0.6357 -1.0721 1.7341 -3.2622 -1.3009 0.231
H 2.2413 0.9303 -1.7012 0.5309 1.6562 -1.6241 0.250
H -0.6125 -0.9735 1.5473 0.6421 0.3589 2.3845 0.226
H -1.7298 -1.8023 0.6315 -1.4460 -2.1150 -0.5586 0.248
H -2.4537 0.5996 1.1851 -0.2188 0.3664 -0.3507 0.227
H -2.3913 0.2026 -0.5601 -1.8150 -0.3102 -1.8101 0.204
H 0.0105 -1.4319 -1.2316 -0.5176 -0.5379 0.4292 0.444
H -0.4715 1.6795 0.7258 -0.0805 0.5749 0.6547 0.504
```
Positions in Å, forces in eV/Å.

The value obtained for the LUMO energy is -0.18943 Eh. Its SMILES is OCC/[NH+]=C1/CN=N1. The calculated total energy is -10784.123 eV. Its energy above the lowest of the compared OMol25 structures with the same formula, charge and spin is 596.1 kJ/mol. Its charge is +1. The value obtained for the frontier orbital gap is 0.3660 hartree. The value obtained for the HOMO energy is -15.11 eV.

***

- What is the formula in the sixth record?
  C4H8N3O2

***

- Look up the energy above the lowest of the compared OMol25 structures with the same formula, charge and spin of the seventh one.
  0.0 kJ/mol